(1)
19
Properties=species:S:1:pos:R:3:nbo_charge:R:1 method="wB97M-V/def2-TZVPD" smiles="OC1(O)C=c2ccccc2=C1Br" relative_energy_ev=2.438 e_tot_ev=-83581.0643
C 1.731 -1.610 0.074 -0.2032
C 0.646 -2.525 -0.020 -0.1756
C 1.548 -0.271 0.086 -0.1882
C -0.663 -2.185 -0.049 -0.1940
C -0.267 1.411 -0.272 -0.1820
C 0.177 0.195 0.065 -0.0427
C -0.974 -0.802 0.034 -0.1023
C -2.052 -0.092 0.099 -0.0606
C -1.854 1.392 0.050 0.4567
O -2.107 2.106 1.200 -0.7033
O -2.637 1.923 -1.005 -0.7088
Br -3.803 -0.755 -0.056 0.0589
H 2.612 -2.156 0.204 0.2071
H 0.974 -3.513 0.073 0.2024
H 2.386 0.272 0.493 0.2245
H -1.284 -3.005 -0.316 0.2298
H 0.422 2.222 -0.277 0.2110
H -2.233 3.088 0.979 0.4919
H -3.568 1.976 -0.648 0.4785

---

(2)
120
Properties=species:S:1:pos:R:3:lowdin_charge:R:1 method="wB97M-V/def2-TZVPD" relative_energy_ev=11.152 e_tot_ev=-83194.6633
H -5.581 -1.406 2.487 0.0781
H -5.607 -2.797 1.893 0.0497
O -4.964 -2.118 2.128 -0.0858
H 0.019 4.293 -1.713 0.0622
H -0.921 4.540 -2.821 -0.0287
O -0.787 4.895 -1.924 -0.1200
H 0.231 -1.322 -1.955 0.0306
H 0.297 -2.899 -1.155 0.0221
O 0.673 -2.140 -1.614 -0.0981
H -3.989 1.929 -2.030 0.0370
H -2.858 0.781 -1.701 -0.0424
O -3.337 1.518 -1.384 -0.0759
H 2.399 3.132 -4.585 0.0920
H 3.821 2.731 -4.024 0.0694
O 2.908 2.894 -3.785 -0.0398
H 0.607 -5.709 1.844 0.0001
O 0.559 -6.428 1.223 -0.0207
H 0.961 -1.523 6.276 0.0238
O 1.083 -0.881 5.599 -0.0281
H -4.585 4.705 1.601 0.0439
H -3.244 5.101 1.826 0.0390
O -3.881 4.509 2.225 -0.0361
H 3.140 2.375 2.874 -0.0037
H 3.877 3.013 1.742 0.0181
O 3.094 2.471 1.872 -0.0910
H -0.787 3.744 2.520 0.0888
H -1.194 3.495 1.107 0.0906
O -0.892 2.969 1.897 -0.0738
H -2.475 -2.072 -3.114 0.0205
H -1.738 -0.722 -3.049 0.0218
O -2.596 -1.142 -3.031 -0.0455
H -6.107 1.414 -2.469 0.0268
O -5.374 1.443 -3.064 -0.0851
H 1.848 -1.526 0.796 0.0058
H 1.906 -3.165 1.149 0.0215
O 1.422 -2.387 0.869 -0.0705
H -5.924 2.092 1.528 0.0327
H -4.632 1.578 1.138 0.0671
O -5.556 1.212 1.401 -0.0747
H -1.675 -1.031 -0.052 0.0232
H -1.128 0.296 -0.596 0.0497
O -1.311 -0.611 -0.809 -0.0686
H -1.078 -3.430 4.579 0.0554
H -1.488 -2.456 3.660 0.0406
O -0.884 -3.222 3.674 -0.0344
H 0.876 0.534 -5.306 0.0120
H 0.436 0.554 -6.740 0.0389
O 0.766 1.131 -6.058 -0.0401
H -2.377 2.487 3.220 0.0037
H -3.688 1.923 2.678 0.0080
O -2.923 1.704 3.238 -0.0579
H 2.146 4.403 -3.271 -0.0229
O 1.969 5.340 -3.038 -0.0799
H 1.643 -4.561 3.672 0.0972
H 0.805 -3.258 3.338 0.0029
O 1.595 -3.774 3.028 -0.1195
H 2.164 5.964 1.209 0.0381
O 1.785 5.446 1.927 -0.0483
H -0.816 2.418 -3.983 0.1219
H -1.386 3.400 -4.999 0.0488
O -0.805 3.432 -4.241 -0.0786
H 3.676 2.278 5.046 0.1103
H 4.151 0.857 4.208 0.0217
O 3.636 1.659 4.234 -0.0866
H 1.936 0.301 2.132 0.0441
H 0.608 -0.197 1.299 0.0256
O 1.492 0.182 1.298 -0.0276
H 0.391 -6.547 -1.814 0.0528
H 0.410 -4.993 -1.248 0.0140
O 0.696 -5.652 -1.897 -0.0355
H -1.053 1.096 1.777 0.0110
H -2.170 -0.124 1.878 0.0148
O -1.489 0.331 1.415 -0.0372
H 1.704 -1.556 -5.402 0.0505
H 1.064 -1.544 -4.084 -0.0054
O 1.511 -2.189 -4.659 -0.0567
H 4.964 -1.470 2.836 0.0431
H 3.943 -1.886 3.901 0.0374
O 4.576 -1.203 3.664 -0.0314
H -0.354 -5.049 -4.684 0.0270
H -0.729 -4.690 -3.321 0.0070
O -0.910 -5.371 -3.977 -0.0620
H -3.672 -0.683 2.963 0.0041
H -3.836 -1.648 4.333 0.0590
O -3.303 -1.233 3.654 -0.0664
H 4.328 3.259 -0.275 -0.0171
H 3.989 4.764 -0.716 0.0372
O 4.362 4.187 -0.054 -0.0470
H 4.468 2.015 -2.560 0.0331
O 4.599 1.838 -1.608 -0.0522
H 2.806 -1.521 -1.013 -0.0315
H 2.561 -1.839 -2.409 0.0247
O 3.328 -1.729 -1.773 -0.0829
H 1.033 5.390 -3.328 0.0251
H 0.478 -6.251 0.327 -0.0498
H 2.525 5.076 2.389 0.0019
H 0.549 -0.727 4.836 0.0169
H -5.045 0.491 -3.027 0.0505
H 4.288 0.902 -1.487 0.0830
O 3.736 -4.927 0.039 -0.0701
H 4.610 -5.189 -0.202 0.0094
H 3.191 -5.333 -0.710 0.0655
O 1.485 0.108 -2.302 -0.0868
H 1.525 0.109 -1.357 0.0114
H 2.045 0.889 -2.535 0.0440
O -0.992 -4.239 0.416 -0.0461
H -0.256 -3.772 0.797 -0.0027
H -1.562 -4.212 1.225 0.0824
O -5.519 -1.055 -1.990 -0.0304
H -4.965 -1.775 -2.266 0.0340
H -5.362 -0.654 -1.151 0.0290
O 1.953 2.238 -1.068 -0.0562
H 2.550 2.603 -1.743 -0.0008
H 2.228 2.401 -0.177 0.0071
O 1.785 3.205 5.198 -0.0334
H 1.932 3.480 4.289 0.0273
H 1.155 2.532 5.384 0.0330
O -2.759 -2.821 -1.152 -0.0703
H -1.866 -2.492 -1.088 -0.0223
H -2.869 -2.907 -0.167 0.0589

---

(3)
29
Properties=species:S:1:pos:R:3:nbo_charge:R:1 method="wB97M-V/def2-TZVPD" charge=-1 relative_energy_ev=2.817 e_tot_ev=-18214.0033
C -2.085 0.894 -0.010 -0.4554
N -1.071 0.191 -0.812 -0.6824
C -0.796 -1.127 -0.230 -0.1323
C -0.019 -0.993 1.047 -0.0740
O 1.302 -1.578 0.906 -0.7715
C -2.177 -1.939 0.083 -0.0075
O -2.998 -1.969 -0.945 -0.9410
H -1.931 0.860 1.107 0.1836
H -2.114 1.945 -0.421 0.1807
H -3.058 0.410 -0.310 0.2317
H -1.397 0.220 -1.763 0.3864
H -0.242 -1.683 -0.928 0.1543
H 0.166 0.037 1.414 0.1522
H -0.465 -1.650 1.863 0.1771
H 1.597 -1.694 -0.012 0.4621
H -1.722 -3.005 0.252 0.0743
H -2.628 -1.463 0.950 0.0917
H 3.294 0.530 0.944 0.4687
H 2.663 1.786 1.369 0.5004
O 3.359 1.474 0.738 -0.9841
H 0.500 2.529 1.043 0.5220
H 0.681 1.738 2.515 0.4893
O 1.040 2.332 1.831 -0.9874
H 2.184 1.706 -0.778 0.4940
H 0.611 1.346 -0.665 0.4943
O 1.293 1.936 -0.919 -1.0225
H 1.761 -0.325 -2.826 0.4680
H 0.885 -1.383 -2.304 0.4655
O 1.368 -1.126 -3.140 -0.9381

---

(4)
73
Properties=species:S:1:pos:R:3:lowdin_charge:R:1 method="wB97M-V/def2-TZVPD" charge=+2 spin_multiplicity=2 relative_energy_ev=0.383 e_tot_ev=-59308.7072
Tc 0.425 -0.014 -1.363 1.2743
N -3.946 -3.929 7.106 0.1928
C -3.440 -3.485 6.176 -0.1603
C -2.804 -2.927 5.008 -0.2038
C -3.141 -3.399 3.742 0.0048
C -2.524 -2.864 2.625 -0.0115
C -1.584 -1.844 2.763 -0.1868
C -1.255 -1.373 4.033 -0.0115
C -1.856 -1.918 5.154 0.0059
C -0.940 -1.268 1.558 -0.0115
C -0.193 -2.127 0.739 -0.2190
C 0.102 -3.476 0.952 0.0449
C 0.907 -3.918 -0.105 -0.0162
C 1.103 -2.829 -0.926 -0.0925
N 0.456 -1.727 -0.438 -0.1264
C -1.099 0.094 1.301 -0.2213
C -1.815 1.042 2.060 0.0264
C -1.678 2.271 1.434 -0.0432
C -0.914 2.043 0.291 -0.1361
N -0.556 0.747 0.192 -0.1195
H -3.881 -4.180 3.640 0.1319
H -2.791 -3.222 1.638 0.1294
H -0.512 -0.594 4.147 0.1287
H -1.595 -1.568 6.143 0.1324
H -0.226 -4.060 1.798 0.1318
H 1.310 -4.907 -0.250 0.1203
H 1.685 -2.758 -1.835 0.1149
H -2.369 0.831 2.960 0.1280
H -2.085 3.217 1.752 0.1164
H -0.587 2.756 -0.453 0.1148
C 6.463 2.750 1.274 -0.0388
C 6.202 2.430 -0.053 -0.0363
C 4.950 1.925 -0.437 0.0034
C 3.938 1.735 0.517 -0.2121
C 4.213 2.077 1.848 -0.0072
C 5.471 2.575 2.226 -0.0392
C 2.615 1.234 0.213 0.0113
C 2.173 0.674 -0.945 -0.2665
C 2.826 0.286 -2.205 -0.3226
C 3.749 -0.775 -2.282 -0.0452
C 4.216 -1.199 -3.506 -0.0404
C 3.762 -0.593 -4.682 -0.0358
C 2.853 0.445 -4.628 -0.0499
C 2.386 0.887 -3.392 -0.0833
H 7.431 3.137 1.560 0.1212
H 6.967 2.572 -0.805 0.1159
H 4.776 1.699 -1.479 0.1084
H 3.443 1.950 2.600 0.1173
H 5.657 2.821 3.262 0.1162
H 1.900 1.306 1.027 0.1081
H 4.091 -1.248 -1.368 0.1326
H 4.934 -2.007 -3.559 0.1218
H 4.131 -0.937 -5.639 0.1218
H 2.518 0.921 -5.540 0.1175
H 1.733 1.750 -3.328 0.0924
N -1.347 2.945 -3.606 0.1428
C -1.942 1.910 -3.014 -0.7360
S -1.172 0.345 -3.146 0.6678
N -3.090 2.099 -2.395 0.1041
C -3.929 1.148 -1.702 -0.2481
C -4.225 -0.096 -2.235 -0.0501
C -5.072 -0.937 -1.528 -0.0516
C -5.631 -0.530 -0.324 -0.0571
C -5.351 0.733 0.178 -0.0554
C -4.496 1.577 -0.512 -0.0328
H -0.562 2.757 -4.205 0.1025
H -1.802 3.842 -3.701 0.1358
H -3.448 3.046 -2.380 0.1707
H -3.832 -0.402 -3.193 0.0918
H -5.317 -1.907 -1.941 0.1175
H -6.304 -1.187 0.210 0.1162
H -5.801 1.067 1.104 0.1175
H -4.274 2.565 -0.127 0.1160

---

(5)
20
Properties=species:S:1:pos:R:3:nbo_charge:R:1 method="wB97M-V/def2-TZVPD" charge=+1 smiles="C=C(N)C[C@@H](C)[NH3+]" relative_energy_ev=2.595 e_tot_ev=-8368.2158
C -1.769 1.700 0.995 -0.6405
C -0.705 1.087 0.122 -0.0571
C -0.799 -0.471 0.092 -0.4573
C 0.504 -1.208 -0.422 0.1999
C 1.546 -1.502 0.404 -0.5259
N 0.427 -1.513 -1.808 -0.8483
N 0.704 1.352 0.486 -0.7004
H -1.941 1.087 1.845 0.2296
H -1.471 2.591 1.580 0.2352
H -2.707 1.820 0.451 0.2613
H -0.821 1.494 -0.860 0.2157
H -1.693 -0.819 -0.517 0.2770
H -0.810 -0.728 1.234 0.2296
H 1.581 -1.280 1.480 0.2100
H 2.354 -2.041 0.036 0.2276
H 0.394 -0.806 -2.612 0.4023
H 1.196 -2.125 -2.166 0.3918
H 0.882 2.198 1.092 0.4448
H 1.201 1.548 -0.353 0.4371
H 1.256 0.539 0.904 0.4676

---

(6)
38
Properties=species:S:1:pos:R:3:nbo_charge:R:1 method="wB97M-V/def2-TZVPD" smiles=CCN1CCC[C@@H]1C.O.O.O.O.O relative_energy_ev=2.316 e_tot_ev=-19390.3264
C -2.776 -0.063 -1.562 -0.6302
C -1.753 -1.200 -1.461 -0.2328
N -0.973 -0.892 -0.221 -0.4507
C -1.571 -1.709 0.910 -0.2353
C -0.399 -2.260 1.710 -0.4632
C 0.801 -2.352 0.759 -0.4241
C 0.462 -1.367 -0.343 -0.0773
C 1.270 -0.118 -0.334 -0.6210
H -2.450 0.807 -1.009 0.2229
H -3.807 -0.416 -1.421 0.2117
H -2.908 0.262 -2.614 0.1966
H -2.212 -2.205 -1.513 0.1869
H -1.115 -0.955 -2.329 0.1853
H -2.330 -2.372 0.470 0.1807
H -2.129 -0.991 1.534 0.1946
H -0.116 -1.779 2.678 0.2702
H -0.703 -3.281 2.060 0.2149
H 1.674 -2.037 1.340 0.2150
H 1.087 -3.337 0.391 0.2128
H 0.513 -1.930 -1.309 0.1881
H 1.976 -0.178 -1.180 0.1940
H 1.948 -0.012 0.544 0.2279
H 0.821 0.859 -0.475 0.2167
H 2.883 3.017 1.270 0.4773
H 1.921 3.045 0.003 0.4835
O 2.484 2.509 0.575 -0.9577
H -0.913 1.943 2.044 0.4698
H -0.998 3.354 2.549 0.4697
O -0.360 2.681 2.317 -0.9394
H 0.508 0.761 3.865 0.4950
H 0.242 0.223 2.361 0.4815
O 0.313 0.011 3.295 -0.9670
H -0.198 1.982 -2.136 0.4712
H -0.645 1.136 -3.324 0.4679
O -0.097 1.881 -3.083 -0.9359
H 3.245 1.189 -1.480 0.4754
H 2.945 1.798 -2.868 0.4706
O 3.359 1.997 -2.013 -0.9454

---

(7)
26
Properties=species:S:1:pos:R:3:nbo_charge:R:1 method="wB97M-V/def2-TZVPD" relative_energy_ev=0.973 e_tot_ev=-10967.2341
C 2.175 0.051 0.436 0.2229
C 2.914 -1.247 0.562 -0.6842
N 1.737 0.780 1.394 -0.7097
N 0.095 -0.869 -0.521 -0.8747
H 2.350 0.582 -0.498 0.1586
H -0.019 1.364 0.740 0.4126
H 1.720 0.302 2.295 0.3262
H 0.284 -0.698 -1.505 0.3549
H -0.086 -1.862 -0.412 0.3578
H 3.975 -1.090 0.363 0.2267
H 2.532 -1.947 -0.181 0.2228
H 2.789 -1.678 1.557 0.2104
C -0.528 2.098 -1.102 -0.4121
C -1.559 -0.610 1.290 -0.6153
C -2.304 -0.262 -1.085 -0.6344
C -1.167 -0.057 -0.079 0.2936
N -0.829 1.319 0.085 -0.6774
H 0.282 1.680 -1.721 0.1514
H -0.217 3.090 -0.779 0.2097
H -1.418 2.206 -1.726 0.1896
H -2.393 -0.037 1.682 0.2242
H -1.846 -1.657 1.220 0.1979
H -1.985 -0.027 -2.099 0.2063
H -2.642 -1.296 -1.061 0.2091
H -3.138 0.387 -0.827 0.2195
H -0.722 -0.521 1.974 0.2135

---

(8)
15
Properties=species:S:1:pos:R:3:nbo_charge:R:1 method="wB97M-V/def2-TZVPD" relative_energy_ev=5.913 e_tot_ev=-10773.8347
C -1.422 -0.185 -0.558 -0.1237
C -1.601 -1.335 0.082 0.0699
C -0.236 -0.194 1.329 0.2308
C -0.076 1.866 -0.096 -0.3955
N 1.511 -0.086 -0.549 -0.2575
N -0.541 0.541 0.245 -0.3938
N 2.237 -0.951 -0.106 -0.3918
O -0.937 -1.351 1.196 -0.4424
H -2.008 0.172 -1.386 0.2271
H -2.241 -2.187 -0.147 0.2037
H 0.344 1.945 -1.056 0.2182
H -0.792 2.616 -0.004 0.1959
H 0.761 1.947 0.646 0.2425
H 2.182 -1.934 -0.427 0.3120
H 2.818 -0.864 0.831 0.3045

---

(9)
14
Properties=species:S:1:pos:R:3:nbo_charge:R:1 method="wB97M-V/def2-TZVPD" smiles="Nn1oc(O)c/c1=N/O" relative_energy_ev=5.789 e_tot_ev=-13799.8491
C 1.777 -0.336 -0.020 0.6514
C 0.814 -1.267 0.079 -0.4635
C -0.388 -0.587 -0.103 0.2888
H -1.483 2.035 -0.428 0.3811
H -0.998 1.491 1.099 0.3482
H 3.397 0.476 -0.212 0.4993
H 0.893 -2.337 0.212 0.2485
H -3.408 -1.006 -0.053 0.4803
N -0.657 1.827 0.195 -0.6317
N -0.028 0.751 -0.448 -0.0041
N -1.553 -1.106 0.096 -0.2420
O 1.290 0.836 -0.059 -0.3409
O 3.061 -0.417 -0.118 -0.6199
O -2.717 -0.360 -0.240 -0.5954

---

(10)
14
Properties=species:S:1:pos:R:3:nbo_charge:R:1 method="wB97M-V/def2-TZVPD" smiles=NCOP(N)N relative_energy_ev=1.210 e_tot_ev=-16973.5850
C 0.090 0.362 -1.116 0.0776
N -0.604 0.881 -2.265 -0.8525
N 1.316 -1.113 1.164 -1.1727
N -0.839 -0.131 1.942 -1.2323
O -0.594 -0.860 -0.507 -0.8579
P -0.327 -1.405 0.991 1.3790
H 0.428 1.066 -0.357 0.1843
H -1.569 0.876 -2.174 0.3685
H 1.031 -0.212 -1.552 0.1825
H -0.297 0.535 -3.205 0.3793
H 1.452 -0.384 1.875 0.3825
H 1.594 -1.992 1.591 0.3759
H -1.718 0.239 1.656 0.3897
H -0.855 -0.265 3.001 0.3962

---

(11)
15
Properties=species:S:1:pos:R:3:nbo_charge:R:1 method="wB97M-V/def2-TZVPD" smiles="C=CC(=C)NC" relative_energy_ev=1.825 e_tot_ev=-6819.1700
C -0.066 0.022 2.216 -0.4031
N 0.076 -0.759 1.024 -0.6071
C 0.469 -0.211 -0.206 0.1380
C 1.111 0.961 -0.252 -0.5051
C -0.726 -0.054 -2.384 -0.3546
C -0.342 -0.733 -1.314 -0.2228
H -0.842 0.784 2.086 0.1822
H -0.397 -0.647 3.007 0.2082
H 0.849 0.547 2.479 0.1938
H -0.293 -1.685 0.913 0.3832
H 1.256 1.608 0.597 0.1983
H 1.438 1.401 -1.183 0.2015
H -1.279 -0.498 -3.197 0.1973
H -0.449 0.983 -2.542 0.1938
H -0.806 -1.718 -1.243 0.1964

---

(12)
71
Properties=species:S:1:pos:R:3:lowdin_charge:R:1 method="wB97M-V/def2-TZVPD" spin_multiplicity=6 relative_energy_ev=1.154 e_tot_ev=-185682.9077
Fe 0.136 0.064 0.147 0.7800
O -1.060 -4.188 0.461 0.1482
C -0.339 -3.089 0.267 -0.4759
O 0.185 -2.465 1.162 0.0779
C -0.154 -2.729 -1.172 -0.1769
C -0.736 -3.361 -2.260 0.0438
C -0.453 -2.856 -3.521 0.0031
C 0.396 -1.765 -3.663 0.0193
C 0.908 -1.195 -2.510 -0.1753
N 0.624 -1.675 -1.318 0.1317
C 1.765 0.044 -2.359 -0.4482
O 2.384 0.541 -3.411 0.1816
O 1.909 0.528 -1.259 0.0194
H -1.147 -4.333 1.414 0.1447
H -1.394 -4.206 -2.116 0.1260
H -0.904 -3.299 -4.399 0.1227
H 0.584 -1.357 -4.646 0.1196
H 1.990 0.246 -4.239 0.1137
C -5.774 -3.483 -1.066 -0.0788
O -6.201 -2.213 -0.617 -0.0620
C -5.250 -1.306 -0.316 -0.2782
C -5.719 -0.026 0.035 -0.0076
C -4.830 0.956 0.355 -0.0146
C -3.434 0.748 0.351 -0.0962
C -2.492 1.784 0.683 -0.3619
C -2.943 3.165 1.083 0.0200
O -1.262 1.619 0.673 -0.0712
C -2.958 -0.552 -0.001 -0.2941
O -1.709 -0.882 -0.025 -0.1358
C -3.900 -1.561 -0.321 0.0589
H -6.677 -4.039 -1.299 0.0925
H -5.214 -4.014 -0.291 0.0934
H -5.158 -3.396 -1.965 0.0963
H -6.786 0.152 0.039 0.1170
H -5.229 1.923 0.618 0.1039
H -4.012 3.270 1.214 0.0629
H -2.602 3.860 0.314 0.1002
H -2.431 3.428 2.009 0.0945
H -3.497 -2.533 -0.569 0.1011
C 4.034 2.764 0.572 -0.0499
C 3.556 3.465 1.834 -0.4211
C 2.265 4.235 1.616 -0.0688
O 3.476 2.502 2.931 -0.2943
P 2.250 1.632 3.443 -0.0999
S 0.849 2.565 4.428 0.3136
S 1.499 0.574 1.827 0.5709
O 2.949 0.605 4.413 -0.2990
C 4.166 -0.187 4.261 -0.4150
C 4.400 -0.708 2.853 -0.0691
C 5.347 0.624 4.770 -0.0443
H 4.238 3.504 -0.201 0.0907
H 3.281 2.074 0.194 0.0369
H 4.953 2.210 0.771 0.0806
H 4.335 4.149 2.175 0.1418
H 1.474 3.565 1.272 0.0638
H 2.427 4.998 0.855 0.0902
H 1.942 4.715 2.537 0.0651
H 3.988 -1.028 4.932 0.1421
H 4.539 0.119 2.156 0.0633
H 3.559 -1.314 2.516 0.0626
H 5.300 -1.323 2.845 0.0894
H 5.545 1.461 4.102 0.0765
H 6.229 -0.015 4.818 0.0852
H 5.137 1.013 5.765 0.0880
F -0.471 0.928 -1.842 -0.2815
As -1.371 1.628 -3.255 0.7863
F -0.174 0.836 -4.286 -0.2478
F -0.326 2.987 -3.142 -0.2143
F -2.192 2.239 -4.630 -0.2164
F -2.492 2.322 -2.154 -0.1979
F -2.266 0.141 -3.278 -0.2233